No. 1
{"formula": "C3H8ClNO", "method": "wB97M-V/def2-TZVPD", "species": ["C", "C", "C", "N", "O", "Cl", "H", "H", "H", "H", "H", "H", "H", "H"], "positions_angstrom": [[-1.2258, -0.3286, -0.1780], [0.3373, -2.2614, 0.1494], [1.0037, 0.1676, -0.1759], [0.1003, -0.7995, -0.0587], [0.2887, 3.6960, -0.0453], [2.6968, -0.2579, -0.0291], [-1.5158, 0.6291, 0.0689], [-1.6482, -0.4814, -1.2258], [-1.9942, -0.9277, 0.4510], [0.1522, -2.5894, 1.3232], [-0.3938, -2.8326, -0.5375], [1.3368, -2.4096, -0.1583], [0.5232, 4.5351, -0.4358], [0.3388, 3.8604, 0.8518]], "forces_ev_per_a": [[-3.7, -3.8, -1.2], [-2.5, 0.6, 1.4], [3.5, -0.1, 0.2], [-1.7, -1.5, 0.8], [-0.2, -0.6, -2.6], [-0.9, 0.9, -0.2], [0.6, 2.5, 0.7], [0.6, 0.2, 0.8], [1.5, 0.5, -0.7], [0.5, 0.8, -3.0], [1.2, 0.8, 1.2], [1.0, -0.7, -0.1], [0.1, 0.3, -0.4], [0.1, 0.3, 3.0]], "multiplicity": 3, "orbital_gap_ev": [6.56, 8.66]}

***

No. 2
{"formula": "C18H19F2N2", "method": "wB97M-V/def2-TZVPD", "species": ["C", "C", "C", "N", "N", "C", "C", "H", "H", "H", "H", "H", "H", "H", "H", "H", "H", "F", "C", "C", "C", "C", "C", "C", "C", "C", "C", "C", "C", "F", "C", "C", "H", "H", "H", "H", "H", "H", "H", "H", "H"], "positions_angstrom": [[-0.9447, 2.8606, 1.7886], [-1.0346, 3.3220, 0.3219], [-1.7331, 2.2055, -0.4481], [-1.5792, 0.9962, 0.3997], [-2.6851, 0.1661, 0.3306], [-3.1912, -0.1398, -0.8220], [-1.2812, 1.3771, 1.8083], [0.0655, 3.0024, 2.1792], [-1.6471, 3.4067, 2.4277], [-1.5830, 4.2630, 0.2093], [-0.0330, 3.4489, -0.1022], [-2.8043, 2.4263, -0.5884], [-1.3211, 2.0012, -1.4477], [-3.6120, -1.1478, -0.9193], [-3.2810, 0.5685, -1.6641], [-0.4539, 0.7671, 2.1761], [-2.1399, 1.1189, 2.4373], [4.2944, -0.4345, -2.7642], [2.9184, -0.3320, -2.7353], [2.2333, -0.4935, -3.9397], [0.8302, -0.4248, -3.8982], [0.1581, -0.3280, -2.6878], [0.8678, -0.3726, -1.4485], [0.1036, -0.7149, -0.2874], [0.6069, -1.3558, 0.8941], [-0.3058, -1.5816, 1.9636], [0.0587, -2.2840, 3.1028], [1.3425, -2.8423, 3.2200], [2.2279, -2.6499, 2.1649], [3.4505, -3.2797, 2.2272], [1.9087, -1.9239, 1.0196], [2.2833, -0.1961, -1.5024], [2.7644, -0.6737, -4.8720], [0.2592, -0.5203, -4.8246], [-0.9364, -0.3259, -2.6619], [-0.9356, -0.9667, -0.4963], [-1.3225, -1.1917, 1.8506], [-0.6795, -2.4319, 3.8922], [1.6297, -3.4236, 4.0901], [2.6269, -1.8466, 0.2051], [2.8741, -0.0488, -0.5991]], "forces_ev_per_a": [[0.0, 0.2, 0.2], [0.4, 0.1, -0.4], [0.1, 0.1, 0.0], [-1.8, 1.3, 0.3], [1.4, -2.6, -1.0], [-0.2, 0.7, 0.8], [-0.2, -0.2, -0.1], [-0.2, 0.2, 0.0], [0.2, 0.0, -0.2], [0.3, -0.2, 0.0], [-0.1, 0.2, 0.2], [0.3, -0.2, 0.2], [0.1, 0.2, 0.3], [-0.7, 0.7, 0.3], [0.7, -0.5, 0.0], [0.0, 0.2, -0.1], [0.1, 0.2, -0.2], [-1.7, 0.4, 0.1], [1.0, -0.3, 0.3], [-0.7, 0.1, 0.5], [0.2, 0.0, -0.2], [0.1, -0.5, 0.4], [0.3, 1.0, -0.8], [0.1, -1.1, -0.6], [0.3, -0.4, 1.1], [-0.2, 0.0, -0.4], [0.2, -0.1, 0.0], [-0.5, 0.5, -0.4], [0.8, -0.5, -0.4], [-1.3, 0.9, -0.1], [-0.1, 0.1, 0.2], [-0.1, -0.5, -0.3], [0.0, 0.1, 0.3], [0.2, 0.1, 0.3], [0.4, -0.1, -0.1], [0.2, 0.4, 0.1], [0.4, -0.3, 0.1], [0.3, 0.0, -0.2], [0.0, 0.0, -0.2], [-0.2, -0.3, 0.4], [-0.1, -0.1, -0.3]], "orbital_gap_ev": 6.68, "total_charge": 1}

***

No. 3
{"formula": "C5H10O", "method": "wB97M-V/def2-TZVPD", "species": ["O", "C", "C", "C", "C", "C", "H", "H", "H", "H", "H", "H", "H", "H", "H", "H"], "positions_angstrom": [[2.6796, 0.2012, 0.1386], [1.4703, -0.3981, 0.5474], [0.3131, -0.0203, -0.3441], [-0.8970, -0.9061, -0.0401], [-1.8265, 0.2749, -0.3994], [-0.6109, 1.2155, -0.1777], [3.3316, 0.0427, 0.8306], [1.5166, -1.5059, 0.4825], [1.2269, -0.1473, 1.5932], [0.6270, -0.1035, -1.3920], [-0.9444, -1.0791, 1.0430], [-0.9120, -1.8819, -0.5345], [-2.1617, 0.2679, -1.4417], [-2.6984, 0.4271, 0.2447], [-0.5936, 1.6250, 0.8390], [-0.4789, 2.0359, -0.8892]], "forces_ev_per_a": [[0.2, 0.1, 0.1], [-0.4, -0.2, 0.1], [0.1, -0.1, 0.0], [-0.1, -0.2, 0.1], [-0.2, 0.0, 0.0], [0.1, 0.2, 0.0], [0.0, 0.1, -0.2], [0.2, 0.3, 0.1], [0.1, 0.0, -0.2], [-0.1, -0.1, 0.1], [0.0, 0.0, -0.1], [-0.4, 0.2, -0.1], [0.1, 0.0, 0.1], [0.1, 0.0, -0.1], [0.0, -0.1, -0.1], [0.0, -0.1, 0.1]], "orbital_gap_ev": 11.15, "smiles": "OCC1CCC1"}

***

No. 4
{"formula": "C50H98IO15P", "method": "wB97M-V/def2-TZVPD", "species": ["C", "C", "P", "O", "I", "C", "C", "C", "C", "C", "C", "C", "C", "C", "C", "C", "C", "O", "C", "C", "C", "O", "O", "H", "H", "H", "H", "H", "H", "H", "H", "H", "H", "H", "H", "H", "H", "H", "H", "H", "H", "H", "H", "H", "H", "H", "H", "H", "H", "H", "H", "H", "H", "H", "H", "C", "C", "C", "O", "H", "H", "H", "H", "H", "H", "C", "C", "C", "O", "H", "H", "H", "H", "H", "H", "C", "C", "C", "O", "H", "H", "H", "H", "H", "H", "C", "C", "C", "O", "H", "H", "H", "H", "H", "H", "C", "C", "C", "O", "H", "H", "H", "H", "H", "H", "C", "C", "C", "O", "H", "H", "H", "H", "H", "H", "C", "C", "C", "O", "H", "H", "H", "H", "H", "H", "C", "C", "C", "O", "H", "H", "H", "H", "H", "H", "C", "C", "C", "O", "H", "H", "H", "H", "H", "H", "C", "C", "C", "O", "H", "H", "H", "H", "H", "H", "C", "C", "C", "O", "H", "H", "H", "H", "H", "H"], "positions_angstrom": [[5.1659, -2.8077, 3.4033], [5.1143, -2.3211, 2.1705], [4.9153, -1.5364, 0.4298], [6.1566, -2.6775, -0.0884], [3.1433, -0.0974, 1.4355], [6.0400, -0.0602, 0.0358], [5.7224, 0.6703, -1.3903], [4.6924, 1.9188, -1.2286], [4.9862, 3.1879, -2.1940], [4.0031, 4.4043, -1.7015], [2.4310, 4.0334, -1.7810], [1.6324, 4.3053, -0.3748], [0.1122, 3.6876, -0.5146], [0.1939, 2.1546, -0.0158], [-1.1840, 1.5498, 0.5663], [-2.5099, 1.9230, -0.2748], [-2.4029, 1.6877, -1.8647], [-2.1942, 0.2949, -2.2224], [-0.9637, 0.0916, -2.9658], [3.7228, -2.2341, -0.8870], [2.2334, -2.5298, -0.3592], [1.2609, -2.0209, -1.0316], [1.8995, -3.3069, 0.8021], [5.0144, -2.9188, 4.5471], [6.2510, -2.6345, -1.0813], [7.1170, -0.4935, -0.0826], [6.0928, 0.6627, 0.9301], [5.2664, -0.0393, -2.1784], [6.7078, 1.0711, -1.8674], [3.6215, 1.4741, -1.3433], [4.7581, 2.2532, -0.1137], [6.0780, 3.5253, -1.9641], [4.9083, 2.9771, -3.3176], [4.1904, 5.3642, -2.3351], [4.3323, 4.6822, -0.6226], [2.2094, 2.9390, -2.0536], [1.9852, 4.6751, -2.6491], [1.5746, 5.4644, -0.2464], [2.2027, 3.8918, 0.5375], [-0.6411, 4.3325, 0.0893], [-0.1391, 3.8026, -1.6454], [0.6832, 1.5220, -0.8487], [0.9549, 2.1417, 0.8675], [-1.3136, 1.8654, 1.6615], [-1.1082, 0.3857, 0.5727], [-2.8928, 2.9880, 0.0109], [-3.3484, 1.2013, 0.1037], [-1.5338, 2.3093, -2.2875], [-3.3726, 2.1156, -2.3570], [-0.1042, 0.0218, -2.1888], [-0.7049, 0.9247, -3.7151], [-0.9626, -0.9068, -3.5490], [4.1712, -3.2003, -1.3224], [3.6402, -1.4533, -1.7282], [1.4257, -2.6950, 1.4317], [-0.7904, 2.0096, 5.2774], [0.4617, 2.2102, 4.4654], [1.6006, 2.9478, 5.1175], [0.5497, 1.7914, 3.3235], [-1.5254, 1.4634, 4.6807], [-0.5632, 1.4263, 6.1726], [-1.2135, 2.9782, 5.5532], [1.9341, 2.4062, 6.0055], [1.2837, 3.9581, 5.3862], [2.4357, 3.0178, 4.4158], [6.4451, 0.6490, -6.4411], [5.5809, 0.5197, -5.2172], [4.4967, -0.5251, -5.2420], [5.7508, 1.2333, -4.2408], [7.1825, 1.4400, -6.2819], [6.9726, -0.2910, -6.6227], [5.8300, 0.9125, -7.3047], [4.9386, -1.5158, -5.3721], [3.7951, -0.3136, -6.0518], [3.9528, -0.5058, -4.2936], [4.8241, 8.0026, -0.7833], [4.8570, 7.5889, 0.6642], [5.9895, 8.1101, 1.5085], [4.0001, 6.8602, 1.1344], [3.9543, 7.5530, -1.2686], [4.7432, 9.0895, -0.8569], [5.7269, 7.6537, -1.2899], [5.9607, 9.2017, 1.5362], [6.9439, 7.7663, 1.1035], [5.8850, 7.7312, 2.5283], [8.6292, -4.2016, -7.7874], [8.0553, -3.3278, -6.7045], [7.7975, -3.9635, -5.3644], [7.8084, -2.1495, -6.9052], [8.7622, -3.6107, -8.6971], [9.6021, -4.5886, -7.4760], [7.9447, -5.0253, -8.0020], [8.7333, -4.3398, -4.9451], [7.0760, -4.7766, -5.4713], [7.3841, -3.2159, -4.6824], [-6.4159, 1.2391, -2.7991], [-7.0224, 2.1055, -1.7274], [-7.3236, 1.4588, -0.4020], [-7.2604, 3.2856, -1.9259], [-6.2528, 1.8374, -3.6992], [-5.4539, 0.8476, -2.4599], [-7.0948, 0.4187, -3.0425], [-6.4019, 1.0770, 0.0432], [-8.0427, 0.6487, -0.5385], [-7.7570, 2.2010, 0.2730], [-11.1385, 0.7036, -0.1710], [-10.6735, -0.3142, 0.8366], [-11.6912, -1.2991, 1.3450], [-9.5149, -0.3385, 1.2257], [-10.3005, 1.3481, -0.4487], [-11.5038, 0.1984, -1.0680], [-11.9270, 1.3224, 0.2632], [-12.0809, -1.8927, 0.5148], [-12.5039, -0.7675, 1.8458], [-11.2171, -1.9722, 2.0642], [-8.4543, -2.1893, 3.4647], [-8.8186, -3.5730, 3.9309], [-7.6932, -4.4871, 4.3378], [-9.9818, -3.9401, 3.9774], [-9.3632, -1.6443, 3.2046], [-7.9401, -1.6512, 4.2646], [-7.8184, -2.2510, 2.5790], [-7.1451, -4.0514, 5.1760], [-7.0231, -4.6512, 3.4910], [-8.1041, -5.4504, 4.6510], [8.8828, -4.2408, 1.0535], [10.1450, -4.0524, 0.2561], [11.2779, -3.3113, 0.9159], [10.2467, -4.4835, -0.8819], [8.1540, -4.7904, 0.4530], [9.0963, -4.8159, 1.9575], [8.4594, -3.2681, 1.3135], [11.5980, -3.8450, 1.8136], [10.9608, -2.2975, 1.1704], [12.1226, -3.2507, 0.2250], [-13.9445, -7.3035, 5.4478], [-13.7891, -5.8776, 4.9882], [-12.5062, -5.1725, 5.3384], [-14.6690, -5.3167, 4.3569], [-14.9168, -7.6841, 5.1249], [-13.1614, -7.9237, 5.0060], [-13.8950, -7.3499, 6.5381], [-11.6594, -5.6976, 4.8918], [-12.3932, -5.1245, 6.4241], [-12.5332, -4.1541, 4.9439], [-15.4317, 0.6063, 4.7648], [-14.1308, 0.7919, 4.0308], [-13.0260, 1.5189, 4.7503], [-13.9775, 0.3696, 2.8968], [-16.1345, 0.0667, 4.1252], [-15.2659, 0.0226, 5.6730], [-15.8606, 1.5799, 5.0128], [-12.7533, 0.9757, 5.6578], [-13.3479, 2.5330, 4.9977], [-12.1487, 1.5786, 4.1010], [13.2873, -0.8139, -3.6834], [12.4418, -0.9446, -2.4442], [11.3598, -1.9910, -2.4502], [12.6267, -0.2300, -1.4731], [14.0252, -0.0213, -3.5364], [13.8141, -1.7516, -3.8744], [12.6577, -0.5522, -4.5369], [11.8005, -2.9809, -2.5859], [10.6444, -1.7813, -3.2489], [10.8324, -1.9714, -1.4942]], "forces_ev_per_a": [[-0.8, 3.3, -5.8], [0.0, -2.3, 6.2], [2.3, -1.9, 0.8], [-0.7, 0.6, -1.1], [-0.7, 0.7, 0.4], [1.6, 0.4, -0.8], [-0.3, 0.9, -0.1], [0.0, -0.6, 0.3], [-0.2, 0.6, 1.3], [0.5, -0.2, -0.2], [-0.2, 0.4, 0.4], [-0.5, 1.1, -1.2], [1.3, 0.3, 0.1], [0.1, 0.5, 0.6], [0.0, -0.7, -0.7], [-0.5, -0.8, 0.5], [0.0, 1.4, 0.3], [0.5, 1.1, -0.7], [1.3, -0.5, 0.4], [-0.9, -0.9, 0.0], [-4.6, 2.3, -2.1], [4.7, -2.4, 3.0], [1.4, 1.9, -1.3], [0.5, 0.1, -2.8], [0.0, 0.0, 1.5], [-2.1, 0.5, 0.4], [-0.5, -1.0, -1.5], [0.9, 0.9, 1.4], [-1.6, -0.9, 1.1], [1.8, 1.0, 0.1], [-0.1, -0.3, -2.0], [-1.8, -0.6, -0.5], [-0.1, 0.2, 1.9], [-0.2, -1.7, 1.0], [-0.8, -0.5, -1.7], [0.7, 1.5, 0.3], [0.5, -1.1, 1.7], [0.1, -2.0, -0.1], [-0.9, 0.5, -1.5], [1.3, -1.2, -0.9], [0.2, -0.3, 2.0], [-1.0, 0.8, 1.3], [-1.4, 0.0, -1.6], [0.2, -0.3, -1.7], [0.0, 2.0, 0.0], [0.8, -1.7, -0.9], [1.4, 1.2, -0.6], [-1.3, -0.8, 0.7], [1.6, -1.0, 0.8], [-1.2, 0.1, -1.4], [-0.7, -1.0, 1.1], [-0.4, 1.6, 1.1], [-0.7, 1.4, 0.8], [-0.1, -1.1, 1.4], [0.5, -0.7, -1.1], [-0.2, -0.2, -0.3], [0.1, -0.3, -0.9], [0.3, 0.0, -0.3], [0.0, 0.2, 0.8], [0.1, 0.1, 0.1], [0.0, 0.2, 0.1], [0.1, -0.1, 0.2], [-0.1, 0.2, 0.1], [0.0, -0.1, 0.2], [-0.2, 0.0, 0.1], [0.2, 0.3, 0.2], [0.3, 0.6, 0.4], [-0.1, 0.1, 0.4], [-0.1, -0.7, -0.8], [-0.2, -0.1, 0.0], [-0.3, 0.1, -0.1], [0.0, -0.2, 0.0], [-0.1, 0.0, -0.2], [0.1, -0.2, -0.1], [0.0, 0.0, -0.1], [-0.4, -0.2, -0.1], [-0.7, -0.6, 0.3], [-0.1, -0.2, 0.4], [0.6, 0.5, -0.3], [0.1, 0.1, 0.1], [0.2, 0.0, -0.1], [0.0, 0.2, 0.0], [0.2, 0.0, -0.1], [0.0, 0.2, -0.1], [0.0, 0.0, -0.2], [0.0, 0.3, -0.3], [-0.2, 0.7, -0.1], [-0.1, 0.4, 0.2], [0.2, -0.9, 0.1], [0.0, -0.1, 0.2], [-0.1, -0.2, 0.0], [0.2, -0.1, 0.1], [-0.1, -0.2, 0.0], [0.2, -0.1, 0.0], [0.1, -0.1, -0.1], [0.0, 0.3, -0.3], [-0.1, 0.9, 0.0], [-0.1, 0.4, 0.0], [0.1, -0.7, 0.1], [0.0, -0.1, 0.1], [-0.1, -0.2, 0.0], [0.2, -0.1, 0.1], [-0.1, -0.2, -0.1], [0.2, -0.1, 0.1], [0.1, -0.1, -0.1], [0.4, 0.2, 0.0], [0.6, -0.2, 0.3], [0.3, -0.1, 0.3], [-0.7, 0.1, -0.3], [-0.1, -0.1, 0.0], [-0.2, 0.1, 0.1], [-0.1, -0.2, -0.1], [-0.2, 0.1, 0.0], [0.0, -0.1, -0.3], [-0.1, 0.0, -0.1], [-0.5, 0.0, 0.1], [-0.7, -0.1, 0.0], [-0.3, -0.4, 0.1], [0.7, 0.2, 0.0], [0.3, -0.1, 0.0], [0.2, -0.1, -0.1], [0.1, 0.1, 0.1], [0.1, 0.0, -0.2], [0.1, 0.1, 0.1], [0.1, 0.1, -0.1], [-0.1, -0.2, -0.3], [0.0, -0.4, -0.7], [0.3, 0.0, -0.4], [0.0, 0.2, 0.7], [0.1, 0.1, 0.1], [0.0, 0.2, 0.1], [0.0, -0.1, 0.2], [-0.1, 0.2, 0.1], [0.0, -0.1, 0.2], [-0.1, 0.0, 0.1], [-0.4, -0.1, -0.2], [-0.6, 0.6, -0.4], [-0.2, 0.3, -0.2], [0.5, -0.4, 0.4], [0.1, 0.1, 0.0], [0.1, 0.0, 0.2], [0.2, -0.1, -0.1], [0.0, 0.1, 0.2], [0.1, -0.2, 0.0], [0.1, -0.2, 0.0], [-0.2, -0.2, -0.3], [0.1, -0.3, -0.8], [0.3, 0.0, -0.3], [-0.2, 0.4, 0.7], [0.1, 0.1, 0.1], [0.0, 0.2, 0.1], [0.1, -0.1, 0.2], [-0.1, 0.2, 0.1], [0.0, -0.1, 0.2], [-0.1, 0.0, 0.1], [0.3, 0.3, 0.1], [0.0, 0.5, 0.7], [0.0, 0.2, 0.3], [-0.1, -0.5, -0.6], [-0.1, -0.1, 0.0], [-0.2, 0.0, -0.2], [0.0, -0.2, 0.0], [-0.2, 0.0, -0.1], [0.1, -0.2, -0.1], [0.1, 0.0, -0.2]], "orbital_gap_ev": 8.95, "smiles": "C#CP(O)(I)(CCCCCCCCCCCCOC)CC(=O)O.CC(C)=O.CC(C)=O.CC(C)=O.CC(C)=O.CC(C)=O.CC(C)=O.CC(C)=O.CC(C)=O.CC(C)=O.CC(C)=O.CC(C)=O"}